One molecule with the formula C5H4N2O. Source: the OMol25 dataset; level of theory: wB97M-V/def2-TZVPD.

XYZ file:
```
12
C5H4N2O wB97M-V/def2-TZVPD
C -1.315 1.381 0.280
N -2.052 0.556 -0.345
C -1.255 -0.690 -0.478
C 0.007 -0.467 -0.206
C 1.372 -0.929 0.204
O 2.086 0.313 0.274
N 1.233 1.241 0.388
C -0.003 0.832 0.251
H -1.634 2.469 0.295
H -1.638 -1.598 -1.112
H 1.871 -1.607 -0.628
H 1.328 -1.502 1.077
```

Results
2S+1: 1
total charge: 0
LUMO level: -0.53 eV
HOMO-LUMO gap: 8.78 eV

One molecule with the formula C5H3NO. Source: the OMol25 dataset; level of theory: wB97M-V/def2-TZVPD.

XYZ file:
```
10
C5H3NO wB97M-V/def2-TZVPD
C 2.045 0.659 -0.046
C 1.361 -0.321 0.176
C 0.002 -0.712 0.491
C -1.006 -1.281 -0.363
N -1.836 -0.393 -0.825
O -1.410 0.845 -0.307
C -0.439 0.605 0.529
H 2.539 1.571 -0.272
H -1.269 -2.314 -0.551
H -0.113 1.376 1.204
```

Results
2S+1: 1
total charge: 0
LUMO level: 0.61 eV
HOMO-LUMO gap: 9.29 eV

C24H33HfN2O7P as an isolated structure. Source: the OMol25 dataset; level of theory: wB97M-V/def2-TZVPD.

XYZ file:
```
68
C24H33HfN2O7P wB97M-V/def2-TZVPD
C -3.439 1.951 3.741
C -3.404 0.953 3.033
C -3.091 -0.320 2.127
C -2.135 -1.331 2.890
C -0.722 -0.758 3.334
C -0.049 0.281 2.370
C 0.631 1.534 2.926
P 0.722 1.945 4.740
N 1.566 0.740 5.422
C 1.310 2.497 2.017
O 1.966 3.612 2.520
C 1.373 2.304 0.528
C 2.118 3.278 -0.432
C 3.688 3.159 -0.039
C 4.516 2.351 -1.095
C 4.251 0.777 -1.036
O 5.192 0.083 -0.201
C 5.729 -1.041 -0.822
C 7.268 -1.348 -0.542
O 5.122 -1.810 -1.516
C 0.700 1.083 0.002
C 0.021 0.115 0.913
C -0.511 -1.055 0.000
O -0.739 -2.203 0.220
N -0.608 -0.375 -1.293
C -1.928 0.165 -1.657
O -2.216 -0.004 -3.045
C -2.547 -1.370 -3.351
C -4.125 -1.584 -3.556
O -4.426 -2.369 -4.706
C -4.174 -3.764 -4.489
C -5.283 -4.472 -3.563
C 0.533 0.520 -1.460
O 1.120 0.734 -2.464
H -3.570 2.998 4.115
H -4.114 -0.875 2.027
H -2.779 -0.057 1.080
H -2.676 -1.601 3.847
H -2.014 -2.314 2.345
H -0.877 -0.219 4.320
H 0.046 -1.558 3.528
H -0.567 2.144 5.309
H 1.512 3.129 4.910
H 0.976 0.311 6.151
H 1.492 4.434 2.281
H 1.967 3.013 -1.508
H 1.776 4.325 -0.177
H 4.086 4.213 0.022
H 3.826 2.724 0.995
H 5.622 2.462 -0.861
H 4.396 2.712 -2.153
H 4.243 0.424 -2.104
H 3.213 0.592 -0.609
H 7.412 -1.525 0.558
H 7.876 -0.445 -0.816
H 7.555 -2.279 -1.087
H -2.777 -0.290 -1.055
H -1.941 1.287 -1.496
H -2.022 -1.744 -4.279
H -2.213 -2.057 -2.510
H -4.633 -1.998 -2.640
H -4.566 -0.565 -3.768
H -3.140 -3.958 -4.074
H -4.265 -4.259 -5.499
H -6.034 -5.043 -4.177
H -5.846 -3.733 -2.933
H -4.764 -5.245 -2.925
Hf -5.628 0.719 1.667
```

Results
2S+1: 1
total charge: +4
LUMO level: -16.34 eV
HOMO-LUMO gap: 1.53 eV

One molecule with the formula C4H4O2. Source: the OMol25 dataset; level of theory: wB97M-V/def2-TZVPD.

XYZ file:
```
10
C4H4O2 wB97M-V/def2-TZVPD
O 0.770 -1.917 0.866
C 0.112 -0.850 0.312
C -1.011 -0.564 -0.186
C -0.722 0.811 -0.710
C 0.367 1.302 -0.257
O 1.031 0.198 0.491
H 1.824 -1.716 0.965
H -1.768 -1.126 -0.566
H -1.339 1.635 -1.153
H 0.737 2.226 0.239
```

Results
2S+1: 1
total charge: 0
LUMO level: 0.76 eV
HOMO-LUMO gap: 9.72 eV

Which highest occupied orbital energy belongs to each record? In order, -0.342 -0.319 -0.657 -0.329 hartree.